(1)
{
  "formula": "C19H13AuBrF6N2O2P",
  "method": "wB97M-V/def2-TZVPD",
  "species": ["Au", "Br", "C", "C", "C", "C", "C", "N", "C", "O", "O", "H", "H", "H", "F", "P", "F", "F", "F", "F", "F", "N", "C", "C", "C", "C", "C", "C", "C", "C", "C", "C", "C", "C", "C", "H", "H", "H", "H", "H", "H", "H", "H", "H", "H"],
  "xyz": [[-0.408985, -0.086409, 0.300597], [-2.200027, -2.649608, 1.254602], [-0.402118, -3.085226, 0.947956], [0.020725, -4.410106, 1.045355], [1.347303, -4.690741, 0.800831], [2.219956, -3.654961, 0.473070], [1.727784, -2.377286, 0.392596], [0.432018, -2.111228, 0.629438], [2.600829, -1.207527, 0.057341], [3.750192, -1.495968, -0.501365], [2.340254, -0.046464, 0.277154], [-0.690053, -5.182295, 1.298489], [1.708218, -5.707689, 0.865260], [3.269004, -3.843899, 0.285957], [-1.134140, -0.740301, -1.455727], [-0.162416, -1.150611, -3.128592], [-0.925963, -2.531384, -2.999688], [0.616350, -1.476892, -4.424125], [0.468108, 0.288932, -2.872955], [-1.418027, -0.493171, -3.806073], [0.959191, -1.743984, -2.115874], [0.105268, 0.984768, 1.898495], [0.766491, 1.990382, 2.250005], [1.127210, 2.956435, 1.173777], [0.238134, 3.193623, 0.125609], [0.627372, 3.989727, -0.937778], [1.898031, 4.546469, -0.951970], [2.777945, 4.320872, 0.099740], [2.397799, 3.525608, 1.167184], [1.178063, 2.193616, 3.648024], [1.469039, 1.093027, 4.455848], [1.833856, 1.294074, 5.773615], [1.891240, 2.583616, 6.290067], [1.592677, 3.677479, 5.488337], [1.242419, 3.487721, 4.163235], [-0.774150, 2.805836, 0.170601], [-0.061613, 4.180511, -1.748880], [2.202729, 5.166903, -1.783894], [3.765307, 4.761637, 0.084315], [3.084584, 3.327579, 1.978907], [1.427395, 0.094333, 4.041181], [2.075621, 0.447902, 6.401877], [2.172460, 2.736336, 7.323192], [1.634232, 4.677575, 5.896693], [1.008511, 4.333563, 3.531053]],
  "atomic_forces_ev_per_a": [[0.13, 0.28, 0.05], [0.11, 0.00, -0.01], [-0.03, -0.15, -0.05], [0.02, 0.03, -0.02], [-0.06, 0.03, 0.01], [0.19, -0.09, -0.03], [-0.29, -0.09, 0.12], [0.06, 0.18, 0.09], [0.32, -0.06, -0.28], [-0.33, 0.07, 0.22], [0.06, -0.04, -0.04], [0.00, 0.00, 0.00], [0.00, -0.01, -0.01], [-0.02, 0.02, 0.00], [-0.12, -0.15, 0.00], [-0.15, -0.01, 0.36], [0.04, 0.10, -0.04], [0.15, -0.02, -0.10], [0.02, -0.01, -0.06], [0.04, -0.01, 0.03], [-0.01, 0.05, -0.13], [-0.26, -0.44, -0.28], [0.21, 0.44, 0.06], [-0.04, -0.14, 0.02], [-0.04, 0.00, -0.02], [-0.03, 0.01, -0.03], [0.01, 0.01, 0.00], [-0.01, 0.00, 0.00], [0.03, -0.01, 0.01], [0.01, 0.01, 0.15], [-0.03, 0.08, -0.03], [0.01, 0.00, 0.05], [-0.01, 0.00, -0.03], [0.02, -0.03, 0.05], [0.01, -0.05, -0.05], [-0.01, 0.00, 0.00], [0.00, 0.00, 0.00], [0.00, 0.00, 0.00], [0.00, -0.01, 0.00], [0.02, 0.00, 0.00], [0.00, -0.02, -0.01], [0.00, 0.00, 0.01], [0.00, 0.00, 0.01], [0.00, 0.01, 0.00], [-0.01, 0.02, 0.00]],
  "de_lowest_kcal_mol": 6.8,
  "lumo_energy_ev": [-4.123, -6.531],
  "max_force_ha_per_bohr": 0.0114,
  "charge": 1,
  "spin_multiplicity": 4,
  "e_homo_ev": [-12.70, -12.62],
  "energy_ha": -4641.8817
}


(2)
{
  "formula": "C19H13CoF6N5O8S2Se",
  "method": "wB97M-V/def2-TZVPD",
  "species": ["Co", "C", "C", "C", "C", "C", "C", "N", "C", "C", "C", "C", "C", "C", "N", "N", "C", "C", "C", "C", "C", "N", "H", "H", "H", "H", "H", "H", "H", "H", "H", "H", "H", "H", "H", "F", "C", "F", "F", "S", "O", "O", "N", "S", "O", "O", "C", "F", "F", "F", "O", "Se", "O", "O", "O"],
  "xyz": [[-0.516210, -0.261648, 0.873381], [-5.262947, -1.960991, 0.798519], [-4.398552, -2.159171, -0.403080], [-3.613454, -0.944480, -0.755105], [-3.243432, -0.090548, 0.241462], [-3.957352, -0.053053, 1.461314], [-5.005380, -0.966099, 1.681863], [-2.038593, 0.626231, 0.118168], [-2.000092, 1.959186, 0.358900], [-3.083669, 2.856010, 0.299966], [-2.849190, 4.201615, 0.452869], [-1.554838, 4.707179, 0.652203], [-0.483810, 3.851281, 0.731237], [-0.712540, 2.476940, 0.619248], [0.236839, 1.481992, 0.699961], [1.427856, 1.799963, 0.911599], [2.382809, 0.832963, 0.624826], [3.607585, 0.873172, 1.278359], [4.546463, -0.083876, 0.944232], [4.250745, -1.004599, -0.047284], [3.013551, -0.932242, -0.677074], [2.090186, -0.045802, -0.343490], [-6.014438, -2.712912, 0.999537], [-4.964088, -2.546498, -1.250913], [-3.101514, -0.915769, -1.706414], [-3.617283, 0.608700, 2.245375], [-5.588725, -0.885080, 2.590757], [-4.079362, 2.475108, 0.117848], [-3.681214, 4.893686, 0.413703], [-1.406160, 5.774603, 0.743250], [0.523877, 4.206296, 0.894505], [3.768345, 1.605605, 2.056100], [5.502975, -0.107196, 1.449808], [4.958481, -1.772818, -0.325307], [2.745422, -1.613127, -1.472031], [-1.712609, -4.572818, -2.996570], [-1.939739, -3.292597, -2.738107], [-3.103514, -2.947204, -3.329124], [-0.979623, -2.557735, -3.291254], [-1.858337, -2.876654, -0.250000], [-1.480809, -1.964779, 0.897583], [-3.429372, -3.250680, -0.045231], [-1.303843, -4.370267, 0.058566], [0.260671, -4.309544, -0.189520], [0.615146, -2.988409, -0.677170], [0.823637, -5.422948, -0.890733], [1.058929, -4.512013, 1.486198], [2.346540, -4.153880, 1.398825], [0.473172, -3.842069, 2.452781], [1.019193, -5.818469, 1.805317], [-0.301313, -1.716079, 4.377275], [0.128184, -0.522051, 3.428531], [1.137477, 0.495350, 4.133449], [0.792063, -0.987888, 1.934359], [-1.171543, 0.296915, 2.773934]],
  "atomic_forces_ev_per_a": [[-1.81, -0.02, -0.82], [0.11, -0.17, -0.02], [-0.01, 0.41, -0.02], [-0.02, -0.01, 0.06], [-0.31, 0.08, -0.07], [0.20, -0.13, 0.03], [-0.23, 0.03, 0.01], [0.19, -0.30, -0.13], [0.50, 0.24, 0.00], [0.00, -0.11, 0.01], [0.07, 0.01, 0.02], [-0.05, 0.14, -0.01], [0.13, -0.25, 0.03], [-1.03, 0.58, 0.05], [1.80, 0.27, 0.33], [-0.74, 0.77, -0.31], [0.45, -1.04, -0.29], [-0.23, 0.14, 0.08], [0.03, 0.00, -0.01], [-0.04, 0.00, -0.02], [0.04, -0.10, 0.09], [-0.21, 0.42, 0.23], [-0.03, 0.02, 0.01], [0.10, -0.11, 0.03], [0.02, 0.06, -0.03], [-0.03, 0.02, 0.00], [0.02, -0.03, 0.01], [-0.01, 0.01, 0.00], [-0.02, -0.01, -0.04], [0.01, -0.01, 0.03], [-0.01, 0.01, 0.02], [0.02, 0.00, 0.01], [-0.01, -0.02, 0.03], [0.00, 0.02, -0.06], [-0.03, -0.13, 0.02], [0.02, 0.02, 0.16], [-0.06, -0.21, -1.26], [-0.04, 0.03, 0.32], [0.01, 0.04, 0.24], [-0.32, 0.15, 0.40], [-0.12, -0.51, 0.26], [0.25, -0.16, 0.12], [0.12, 0.22, 0.05], [0.57, 0.09, -0.19], [0.50, 0.03, 0.11], [-0.36, -0.26, 0.01], [-0.18, -0.34, -0.08], [-0.10, 0.09, -0.02], [-0.03, 0.18, -0.06], [0.03, 0.08, 0.01], [-0.33, -0.89, 0.15], [0.28, 0.54, 1.32], [0.54, 0.52, -0.02], [0.50, -0.38, -0.09], [-0.16, -0.06, -0.72]],
  "de_lowest_kcal_mol": 115.7,
  "lumo_energy_ev": [0.731, 0.722],
  "max_force_ha_per_bohr": 0.0386,
  "charge": -1,
  "spin_multiplicity": 5,
  "e_homo_ev": [-5.53, -5.81],
  "energy_ha": -6787.1042
}


(3)
{
  "formula": "C19H13N4O5S4Ti",
  "method": "wB97M-V/def2-TZVPD",
  "species": ["Ti", "O", "C", "C", "O", "C", "C", "O", "C", "O", "O", "C", "C", "C", "C", "N", "C", "S", "N", "C", "H", "H", "H", "H", "H", "H", "H", "H", "S", "C", "S", "C", "N", "N", "C", "C", "C", "C", "C", "C", "S", "H", "H", "H", "H", "H"],
  "xyz": [[-0.338792, 0.325369, 0.413441], [1.258476, -4.014145, -2.465584], [0.889488, -3.015258, -1.939728], [1.744551, -1.999861, -1.154863], [2.764862, -2.223246, -0.557806], [0.930285, -0.771326, -1.110069], [-0.397959, -1.056596, -1.417562], [-1.297253, -0.164020, -1.093238], [-0.558805, -2.467092, -1.878472], [-1.565819, -3.077937, -2.056077], [1.192123, 0.402812, -0.545044], [1.964151, -4.677929, 3.389772], [1.636581, -3.350153, 2.810706], [2.519621, -2.324483, 2.629462], [2.084886, -1.118487, 2.054032], [0.813411, -0.985183, 1.656114], [-0.066680, -1.989664, 1.844501], [-1.636649, -1.726458, 1.330658], [0.346504, -3.140851, 2.431458], [3.016432, 0.029753, 1.935878], [3.006193, -4.730206, 3.688538], [1.768032, -5.459871, 2.652953], [1.334021, -4.870665, 4.260532], [3.556229, -2.436396, 2.907256], [-0.345720, -3.866502, 2.567892], [3.910483, -0.278207, 1.392777], [3.338707, 0.331913, 2.935294], [2.562365, 0.876216, 1.436474], [-5.042488, 2.095117, -1.086899], [-3.681717, 2.083378, -0.213994], [-3.634261, 1.630721, 1.528948], [-1.916087, 1.687601, 1.497234], [-1.418777, 2.028519, 0.318187], [-2.393029, 2.341016, -0.607016], [-1.975521, 3.116288, -1.748190], [-2.776506, 4.128628, -2.260888], [-2.281089, 4.947746, -3.263312], [-1.003639, 4.758732, -3.764155], [-0.226367, 3.718906, -3.279428], [-0.702959, 2.899494, -2.270538], [-0.762468, 1.249152, 2.671046], [-3.774747, 4.285971, -1.886785], [-2.905221, 5.744263, -3.644766], [-0.608038, 5.419926, -4.523144], [0.759351, 3.543684, -3.689480], [-0.086144, 2.099311, -1.896122]],
  "atomic_forces_ev_per_a": [[-0.19, -1.22, 1.86], [0.03, -0.05, 0.13], [-0.12, 0.01, -0.15], [0.34, -0.03, 0.21], [0.02, 0.06, -0.18], [-0.56, -0.29, -0.33], [0.53, 0.22, 0.13], [-1.03, 0.10, -1.48], [-0.09, -0.16, 0.02], [-0.02, 0.04, -0.12], [1.60, 0.59, -0.83], [-0.07, -0.06, 0.02], [0.03, 0.09, 0.00], [0.01, 0.05, -0.04], [-0.15, -0.02, 0.11], [0.58, -0.70, 0.57], [-0.25, -0.24, 0.28], [0.10, -0.09, 0.00], [0.20, 0.13, -0.04], [0.08, 0.04, -0.03], [0.01, 0.02, -0.01], [0.02, -0.01, 0.01], [0.03, -0.02, 0.00], [-0.01, -0.03, 0.04], [-0.03, -0.04, -0.02], [-0.02, -0.01, -0.06], [-0.04, -0.04, 0.02], [0.01, 0.04, -0.03], [-0.08, 0.03, 0.12], [0.06, -0.18, 0.12], [0.11, 0.07, -0.39], [-0.40, 0.77, 0.38], [-0.65, 0.82, -0.14], [-0.15, 0.12, 0.07], [0.29, -0.01, -0.15], [-0.03, -0.06, 0.14], [0.00, -0.03, 0.00], [0.03, 0.02, -0.03], [0.03, 0.00, -0.01], [-0.23, -0.04, 0.03], [-0.04, 0.09, -0.33], [0.00, 0.04, 0.06], [0.01, 0.01, 0.00], [-0.05, -0.04, -0.05], [0.02, 0.01, 0.05], [0.08, -0.01, 0.02]],
  "de_lowest_kcal_mol": 0.0,
  "lumo_energy_ev": -4.585,
  "max_force_ha_per_bohr": 0.0434,
  "charge": 1,
  "e_homo_ev": -11.03,
  "energy_ha": -3769.1333
}


(4)
{
  "formula": "C19H14AgN2O3S2",
  "method": "wB97M-V/def2-TZVPD",
  "species": ["Ag", "S", "C", "C", "C", "C", "C", "C", "N", "C", "C", "C", "C", "C", "C", "C", "H", "H", "H", "H", "H", "H", "H", "H", "N", "C", "C", "C", "C", "C", "C", "S", "O", "O", "O", "H", "H", "H", "H", "H", "H"],
  "xyz": [[-0.238293, -1.191043, -0.038142], [4.548817, -1.051401, -1.150532], [4.649031, -0.695060, 0.532144], [5.743487, -0.583759, 1.398512], [5.552397, -0.325472, 2.763561], [4.241247, -0.310854, 3.270427], [3.126720, -0.508355, 2.473670], [3.331372, -0.632157, 1.088186], [2.294888, -0.691946, 0.171861], [2.784278, -0.866772, -1.045922], [1.863327, -0.836014, -2.210555], [2.380548, -0.468664, -3.482915], [1.511590, -0.260690, -4.523949], [0.141947, -0.453519, -4.356088], [-0.325361, -0.930624, -3.126838], [0.507543, -1.068654, -2.028695], [6.729482, -0.654388, 0.985458], [6.474715, -0.214225, 3.379194], [4.060050, -0.162528, 4.333160], [2.100945, -0.679710, 2.849135], [3.444502, -0.253276, -3.629986], [1.912159, 0.065771, -5.473522], [-0.537962, -0.268512, -5.218714], [-1.401775, -1.035154, -2.978517], [-1.237015, -0.580685, 1.913024], [-2.443624, 0.073785, 1.530672], [-2.396385, 1.348256, 0.929376], [-3.544481, 1.983553, 0.474624], [-4.766879, 1.259167, 0.472706], [-4.832719, -0.043865, 1.052769], [-3.673062, -0.569866, 1.635946], [-6.216919, 2.103431, -0.167171], [-5.666121, 2.624508, -1.409141], [-7.418130, 1.312327, -0.328909], [-6.233232, 3.028082, 0.997095], [-1.385195, -1.357461, 2.569033], [-0.550022, 0.068081, 2.314298], [-1.464267, 1.923851, 0.868479], [-3.570114, 2.998928, 0.075223], [-5.793122, -0.572250, 0.941387], [-3.704368, -1.522838, 2.149657]],
  "atomic_forces_ev_per_a": [[-0.17, 0.17, -0.14], [-0.78, 0.46, -0.13], [-0.79, -0.21, 1.74], [-0.44, 0.29, 0.05], [0.36, -0.31, -0.73], [-0.06, -0.02, 0.75], [0.18, -0.30, -0.76], [0.25, 0.05, -0.20], [1.82, -0.36, -1.15], [-1.25, 0.20, 0.94], [1.41, 0.15, -0.97], [0.13, -0.05, 1.04], [-0.14, 0.05, -0.46], [-0.34, -0.44, -0.37], [-0.60, 0.92, -0.80], [-0.30, -0.50, 1.05], [0.47, -0.02, -0.01], [-1.13, -0.01, -0.29], [0.26, -0.08, -0.09], [0.76, 0.53, -0.05], [-0.30, -0.16, 0.14], [-0.07, 0.06, -0.12], [0.48, -0.16, 0.85], [0.27, -0.15, -0.20], [0.94, -0.48, 0.52], [-1.20, 0.96, -0.62], [0.14, 0.46, 0.36], [-1.05, -1.15, -0.04], [0.33, -2.11, 0.51], [0.29, 1.79, -0.96], [0.02, -0.19, -0.17], [1.43, 1.42, 1.48], [-0.54, 0.42, -0.15], [0.35, -0.52, 0.24], [-0.93, -0.02, -1.31], [-0.03, 0.58, -0.38], [-0.48, -0.32, -0.11], [-0.12, -0.48, 0.06], [0.26, -0.40, 0.10], [0.64, 0.15, 0.48], [-0.05, -0.22, -0.09]],
  "de_lowest_kcal_mol": 0.0,
  "lumo_energy_ev": 1.999,
  "max_force_ha_per_bohr": 0.0487,
  "charge": -1,
  "e_homo_ev": -5.19,
  "energy_ha": -2011.0611
}


(5)
{
  "formula": "C19H14BeO2PS4Sb",
  "method": "wB97M-V/def2-TZVPD",
  "species": ["Be", "S", "Sb", "S", "S", "S", "O", "C", "O", "C", "C", "C", "C", "C", "C", "P", "C", "C", "C", "C", "C", "C", "C", "C", "C", "C", "C", "C", "H", "H", "H", "H", "H", "H", "H", "H", "H", "H", "H", "H", "H", "H"],
  "xyz": [[-0.238697, 3.735887, 0.505742], [2.364464, 7.251477, -0.513481], [1.474486, 5.903216, 1.100368], [1.757460, 3.558950, 0.620097], [-0.901037, 5.592392, 0.820370], [2.031385, 6.392574, 3.260769], [-3.263840, 2.780017, -0.150540], [-2.273783, 2.077531, -0.047278], [-1.078265, 2.429987, 0.251244], [-2.441449, 0.562583, -0.152338], [-3.756539, 0.089153, -0.120469], [-4.036832, -1.263643, -0.125540], [-2.989079, -2.179301, -0.160533], [-1.688264, -1.716033, -0.210715], [-1.391365, -0.347714, -0.224182], [0.396704, 0.141475, -0.382217], [0.961135, -0.528507, 1.239626], [0.194091, -0.132073, 2.342157], [0.628975, -0.344003, 3.638755], [1.848133, -0.962571, 3.877643], [2.621030, -1.362204, 2.801422], [2.188535, -1.138135, 1.500359], [0.823322, -1.066780, -1.720032], [2.028722, -1.754001, -1.868687], [2.356734, -2.399611, -3.055928], [1.494433, -2.367915, -4.136779], [0.287392, -1.692670, -4.011679], [-0.038811, -1.055295, -2.827466], [-4.540725, 0.832581, -0.075013], [-5.064367, -1.606343, -0.089862], [-3.188330, -3.244571, -0.155795], [-0.872189, -2.427765, -0.259618], [-0.751285, 0.369523, 2.177453], [0.018690, -0.005849, 4.466720], [2.201201, -1.106823, 4.891116], [3.580322, -1.836969, 2.970269], [2.834944, -1.438127, 0.694644], [2.736289, -1.800241, -1.059889], [3.303808, -2.920481, -3.134460], [1.764875, -2.843631, -5.071516], [-0.400295, -1.648392, -4.847683], [-0.981998, -0.527697, -2.757068]],
  "atomic_forces_ev_per_a": [[-0.16, -0.06, -0.02], [-0.02, -0.05, -0.01], [0.06, 0.13, 0.07], [0.03, 0.02, -0.01], [0.05, 0.02, 0.01], [-0.02, -0.02, 0.00], [0.14, 0.06, -0.24], [-0.39, -0.06, 0.45], [0.30, -0.02, -0.03], [-0.17, 0.03, -0.10], [0.00, -0.02, 0.04], [0.02, 0.05, 0.01], [0.01, 0.07, -0.01], [-0.05, -0.05, -0.02], [0.17, -0.15, -0.01], [-0.07, -0.09, -0.09], [0.09, 0.16, 0.12], [-0.05, -0.05, -0.05], [-0.02, -0.03, 0.01], [-0.02, 0.02, 0.00], [-0.01, -0.05, -0.02], [-0.10, 0.00, 0.00], [0.08, -0.01, -0.11], [-0.11, -0.03, -0.01], [0.01, -0.03, 0.03], [0.01, 0.00, -0.04], [-0.04, 0.02, 0.02], [0.06, -0.03, 0.01], [-0.02, 0.00, -0.02], [0.00, 0.00, -0.01], [0.01, 0.00, 0.01], [-0.01, 0.00, 0.03], [0.03, 0.05, 0.02], [0.00, 0.02, -0.01], [-0.01, -0.02, 0.00], [0.01, 0.01, -0.02], [0.10, 0.04, -0.02], [0.09, 0.05, 0.01], [0.01, 0.01, 0.02], [-0.02, -0.03, 0.01], [-0.01, 0.00, 0.00], [0.00, 0.03, -0.03]],
  "lumo_energy_ev": 4.061,
  "max_force_ha_per_bohr": 0.0116,
  "charge": -2,
  "e_homo_ev": -1.39,
  "energy_ha": -3072.2908
}